[1]
{
  "formula": "C4H6N2O",
  "method": "ωB97M-V/def2-TZVPD",
  "relative_energy_kj_mol": 221.40,
  "charge": 0,
  "lumo_energy_ha": 0.02955,
  "fmax_ev_per_a": 1.83,
  "e_tot_ha": -340.710582,
  "gap_ev": 9.1,
  "symbols": ["C", "C", "C", "N", "C", "N", "O", "H", "H", "H", "H", "H", "H"],
  "positions_angstrom": [[1.390096, 1.202147, 0.858770], [0.464528, 0.377134, 0.066715], [-0.081251, 0.551713, -1.163695], [-0.759462, -0.578602, -1.566121], [-0.583177, -1.354033, -0.541871], [-1.616859, -1.925944, 0.190248], [0.335839, -0.949079, 0.374801], [2.406568, 0.917979, 0.590596], [1.242711, 2.242771, 0.577646], [1.294526, 1.126719, 1.945371], [-0.050080, 1.424316, -1.791769], [-1.604891, -1.137645, 0.872340], [-2.438548, -1.897476, -0.413031]],
  "atomic_forces_ev_per_a": [[0.39, 0.24, -0.01], [1.09, 0.26, -0.78], [0.32, 0.42, -0.18], [0.17, -0.14, 0.33], [-0.30, 0.22, 0.07], [-0.13, -0.47, -0.08], [-0.28, 0.59, 0.10], [0.23, 0.11, 0.14], [0.08, 0.07, 0.01], [-0.23, -0.18, -0.20], [0.01, 0.15, 0.07], [-1.36, -1.22, 0.06], [0.01, -0.04, 0.48]],
  "lowdin_charge": [-0.022, -0.321, -0.088, 0.124, -0.481, 0.131, 0.066, 0.088, 0.086, 0.086, 0.112, 0.119, 0.099]
}

[2]
{
  "formula": "C4H6N2O",
  "method": "ωB97M-V/def2-TZVPD",
  "relative_energy_kj_mol": 241.58,
  "charge": 0,
  "lumo_energy_ha": 0.02154,
  "fmax_ev_per_a": 2.32,
  "e_tot_ha": -340.702897,
  "gap_ev": 10.3,
  "symbols": ["C", "C", "N", "C", "C", "N", "O", "H", "H", "H", "H", "H", "H"],
  "positions_angstrom": [[-1.059290, 0.706204, -0.080275], [-0.525145, -1.107312, 1.733141], [-1.395418, -0.362865, -0.865267], [0.408939, 1.067007, -0.044014], [1.350176, 0.623921, -0.862136], [0.563682, -1.517820, 1.817299], [-1.891968, 1.511080, 0.295445], [-0.704395, -0.981396, -1.250510], [-2.362643, -0.642967, -0.847560], [1.454925, -1.971806, 1.816432], [0.631285, 1.812194, 0.707532], [1.159200, -0.098858, -1.639503], [2.370651, 0.962620, -0.780585]],
  "atomic_forces_ev_per_a": [[0.08, 1.09, -2.05], [0.41, -0.42, 0.69], [-0.09, 0.10, 0.20], [-0.29, -0.11, 0.34], [-0.10, -0.04, 0.10], [-0.21, -0.23, -0.03], [0.26, -0.54, 0.66], [-0.12, -0.07, 0.25], [0.12, -0.02, -0.11], [-0.09, 0.17, 0.04], [0.02, 0.04, 0.05], [-0.07, -0.11, -0.14], [0.09, 0.15, 0.00]],
  "lowdin_charge": [-0.637, -0.010, 0.133, -0.121, 0.013, 0.091, 0.042, 0.081, 0.111, 0.081, 0.108, 0.052, 0.057]
}

[3]
{
  "formula": "C4H6N2O",
  "method": "ωB97M-V/def2-TZVPD",
  "relative_energy_kj_mol": 222.73,
  "charge": 0,
  "lumo_energy_ha": 0.01990,
  "fmax_ev_per_a": 1.12,
  "e_tot_ha": -340.710076,
  "gap_ev": 8.9,
  "symbols": ["C", "C", "N", "C", "C", "O", "N", "H", "H", "H", "H", "H", "H"],
  "positions_angstrom": [[1.405922, -0.201680, 1.294353], [0.244695, 0.979646, -3.060630], [-0.455013, 0.564576, -2.209436], [-1.226328, 0.070375, -1.174266], [-0.698725, 0.013044, 0.073080], [-1.336630, -0.558224, 1.115959], [0.516783, 0.534577, 0.407198], [1.390129, -1.277430, 1.081054], [1.139179, -0.043163, 2.342661], [2.419357, 0.172565, 1.133810], [-2.243530, -0.216791, -1.405242], [-2.121503, -1.015139, 0.782712], [0.965668, 0.977650, -0.381248]],
  "atomic_forces_ev_per_a": [[0.12, -0.06, 0.18], [-0.69, -0.38, 0.80], [0.64, 0.40, -0.78], [-0.06, -0.04, 0.18], [0.12, 0.10, -0.30], [-0.14, -0.08, -0.10], [-0.17, 0.00, -0.22], [0.05, 0.14, 0.06], [0.02, -0.05, -0.17], [-0.15, -0.08, 0.08], [0.11, 0.04, 0.05], [0.14, 0.07, 0.13], [0.00, -0.07, 0.09]],
  "lowdin_charge": [-0.074, 0.011, -0.101, -0.118, -0.409, 0.087, 0.004, 0.089, 0.082, 0.087, 0.109, 0.121, 0.112]
}

[4]
{
  "formula": "C4H6N2O",
  "method": "ωB97M-V/def2-TZVPD",
  "relative_energy_kj_mol": 169.99,
  "charge": 0,
  "lumo_energy_ha": 0.02704,
  "fmax_ev_per_a": 1.09,
  "e_tot_ha": -340.730162,
  "gap_ev": 11.4,
  "symbols": ["H", "N", "C", "O", "C", "C", "C", "N", "H", "H", "H", "H", "H"],
  "positions_angstrom": [[-3.066105, 1.075688, -1.322356], [-2.605501, 0.207915, -1.051873], [-1.633438, 0.435789, -0.289837], [-0.928538, -0.609264, 0.241396], [0.353231, -0.881032, -0.302039], [1.447674, -0.515941, 0.707778], [1.580952, 0.941852, 0.803502], [1.632876, 2.097050, 0.822190], [-1.284571, 1.413803, 0.056927], [0.509435, -0.340358, -1.243387], [0.396320, -1.954331, -0.512458], [1.185694, -0.932340, 1.687545], [2.411969, -0.938825, 0.402614]],
  "atomic_forces_ev_per_a": [[0.10, -0.02, 0.07], [0.17, 0.06, 0.19], [-0.11, 0.05, -0.19], [-0.13, -0.14, 0.02], [0.21, -0.04, -0.09], [0.02, 0.00, -0.03], [-0.02, 0.95, 0.10], [-0.03, -1.09, 0.00], [-0.04, -0.01, -0.11], [-0.07, -0.10, 0.13], [-0.01, 0.16, 0.05], [0.08, 0.12, -0.17], [-0.17, 0.06, 0.02]],
  "lowdin_charge": [0.055, 0.139, -0.313, -0.095, -0.202, -0.146, -0.226, 0.147, 0.128, 0.132, 0.128, 0.127, 0.124]
}

[5]
{
  "formula": "C4H6N2O",
  "method": "ωB97M-V/def2-TZVPD",
  "relative_energy_kj_mol": 113.92,
  "charge": 0,
  "lumo_energy_ha": 0.03186,
  "fmax_ev_per_a": 1.12,
  "e_tot_ha": -340.751521,
  "gap_ev": 7.9,
  "symbols": ["N", "C", "C", "C", "C", "O", "N", "H", "H", "H", "H", "H", "H"],
  "positions_angstrom": [[-2.324188, -0.182729, -0.096659], [-0.946590, 0.032981, -0.200323], [-0.253277, 1.176834, -0.462586], [1.140248, 0.874170, -0.245815], [1.221009, -0.450724, 0.041466], [2.249581, -1.250658, 0.435824], [-0.045732, -0.986183, 0.049638], [-2.524865, -0.791431, 0.695570], [-2.743363, 0.727101, 0.080281], [-0.652240, 2.150431, -0.739283], [1.926361, 1.606125, 0.026295], [3.072084, -0.736830, 0.300863], [-0.248502, -1.954463, 0.244470]],
  "atomic_forces_ev_per_a": [[-0.32, -0.07, 0.05], [0.36, 0.14, -0.10], [0.10, 0.07, 0.27], [0.83, 0.59, 0.44], [-0.26, 0.17, 0.28], [0.64, 0.43, -0.21], [0.17, 0.10, 0.06], [-0.09, 0.25, -0.21], [-0.20, -0.39, -0.07], [-0.01, -0.37, 0.26], [-0.52, -0.60, -0.79], [-0.64, -0.52, 0.11], [-0.05, 0.20, -0.09]],
  "lowdin_charge": [0.082, -0.401, -0.066, -0.069, -0.407, 0.054, 0.141, 0.085, 0.088, 0.098, 0.111, 0.122, 0.162]
}

[6]
{
  "formula": "C4H6N2O",
  "method": "ωB97M-V/def2-TZVPD",
  "relative_energy_kj_mol": 195.45,
  "charge": 0,
  "lumo_energy_ha": 0.03461,
  "fmax_ev_per_a": 4.71,
  "e_tot_ha": -340.720469,
  "gap_ev": 9.0,
  "symbols": ["C", "N", "C", "C", "N", "C", "O", "H", "H", "H", "H", "H", "H"],
  "positions_angstrom": [[1.855935, -0.861283, -0.115814], [0.523818, -0.434957, 0.185134], [-0.521776, -1.263551, 0.102635], [-1.677846, -0.673577, -0.058992], [-1.367009, 0.684585, -0.017812], [0.035813, 0.863818, 0.062581], [0.742033, 1.846852, -0.051059], [1.815673, -1.807542, -0.774674], [2.670658, -0.055732, -0.516093], [2.321533, -1.098986, 0.914286], [-0.537763, -2.340677, 0.053644], [-2.746228, -1.195796, -0.477485], [-1.710555, 1.584090, 0.095084]],
  "atomic_forces_ev_per_a": [[3.40, -0.37, 1.07], [0.49, 1.60, -0.50], [-1.03, -4.00, -0.50], [-4.57, 0.22, -1.11], [3.11, 0.71, -0.27], [0.36, -1.42, -0.66], [-0.80, 0.39, 0.35], [0.28, 1.65, 1.02], [-2.80, -1.60, 0.52], [-0.36, -0.23, -1.69], [1.01, -0.08, 0.05], [3.37, 1.94, 1.75], [-2.45, 1.20, -0.02]],
  "lowdin_charge": [-0.054, -0.093, -0.181, -0.121, 0.106, -0.480, 0.050, 0.105, 0.140, 0.101, 0.120, 0.184, 0.122]
}

[7]
{
  "formula": "C4H6N2O",
  "method": "ωB97M-V/def2-TZVPD",
  "relative_energy_kj_mol": 341.90,
  "charge": 0,
  "lumo_energy_ha": 0.02714,
  "fmax_ev_per_a": 3.81,
  "e_tot_ha": -340.664687,
  "gap_ev": 7.9,
  "symbols": ["N", "C", "C", "C", "N", "C", "O", "H", "H", "H", "H", "H", "H"],
  "positions_angstrom": [[-1.757908, 0.700060, -0.274208], [-0.467576, 0.285573, -0.106866], [0.611951, 1.115779, 0.229049], [1.734921, 0.333577, 0.111302], [1.380179, -0.922048, -0.251276], [0.018169, -0.991714, -0.478430], [-0.712909, -1.605384, 0.709685], [-2.346965, 0.460905, -1.048936], [-2.207838, 1.308164, 0.379527], [0.580445, 2.160621, 0.480264], [2.775344, 0.589299, 0.246717], [2.002547, -1.697952, -0.374175], [-1.610364, -1.736878, 0.377346]],
  "atomic_forces_ev_per_a": [[-0.72, -0.03, 0.55], [1.18, 2.47, -2.64], [-0.30, 0.37, 0.19], [0.28, -0.97, 0.14], [0.62, 0.37, 0.56], [-2.23, 0.17, 1.67], [0.15, -2.14, -0.60], [0.37, -0.59, -0.07], [0.27, 0.33, 0.19], [0.06, 0.09, 0.08], [-0.02, 0.12, -0.20], [0.11, 0.05, -0.01], [0.25, -0.23, 0.13]],
  "lowdin_charge": [0.131, -0.347, -0.031, -0.081, 0.038, -0.249, -0.074, 0.097, 0.093, 0.097, 0.119, 0.143, 0.063]
}

[8]
{
  "formula": "C4H6N2O",
  "method": "ωB97M-V/def2-TZVPD",
  "relative_energy_kj_mol": 163.75,
  "charge": 0,
  "lumo_energy_ha": 0.02488,
  "fmax_ev_per_a": 1.09,
  "e_tot_ha": -340.732539,
  "gap_ev": 11.3,
  "symbols": ["H", "N", "C", "O", "C", "C", "C", "N", "H", "H", "H", "H", "H"],
  "positions_angstrom": [[0.437037, -1.182273, 2.718821], [0.806525, -0.852587, 1.827982], [0.489892, 0.355914, 1.661705], [0.836363, 1.087536, 0.575632], [0.749040, 0.442991, -0.689539], [-0.751143, 0.264270, -1.031933], [-1.119240, -1.063329, -1.522781], [-1.438473, -2.109280, -1.898001], [-0.112559, 0.965367, 2.340086], [1.293203, -0.504790, -0.704981], [1.218662, 1.136955, -1.389566], [-1.332958, 0.449822, -0.123916], [-1.076349, 1.009403, -1.763509]],
  "atomic_forces_ev_per_a": [[0.07, -0.02, -0.16], [-0.24, 0.34, -0.13], [0.00, -0.19, 0.19], [-0.09, 0.11, 0.07], [0.03, -0.10, -0.18], [-0.05, 0.04, -0.04], [-0.26, -0.92, -0.36], [0.35, 0.98, 0.32], [0.28, 0.00, 0.16], [-0.14, 0.11, 0.12], [-0.05, -0.18, 0.09], [0.04, -0.06, -0.14], [0.05, -0.11, 0.06]],
  "lowdin_charge": [0.059, 0.139, -0.325, -0.091, -0.177, -0.140, -0.224, 0.141, 0.133, 0.119, 0.126, 0.118, 0.121]
}

[9]
{
  "formula": "C4H6N2O",
  "method": "ωB97M-V/def2-TZVPD",
  "relative_energy_kj_mol": 200.65,
  "charge": 0,
  "lumo_energy_ha": -0.01049,
  "fmax_ev_per_a": 0.52,
  "e_tot_ha": -340.718488,
  "gap_ev": 8.8,
  "symbols": ["H", "N", "C", "C", "C", "N", "C", "O", "H", "H", "H", "H", "H"],
  "positions_angstrom": [[-0.656179, -2.009931, 1.512199], [-0.019676, -1.209233, 1.530370], [-0.316415, -0.395673, 0.601491], [-1.355388, -0.379781, -0.435143], [-1.144330, 0.709813, -1.192603], [-0.046056, 1.449305, -0.756105], [0.529944, 0.860586, 0.360244], [1.495075, 1.258226, 0.964187], [-2.146278, -1.107259, -0.553928], [-1.706997, 1.054288, -2.051794], [0.310469, 2.289350, -1.181685], [2.515220, -1.596119, 0.443197], [2.540612, -0.923573, 0.759570]],
  "atomic_forces_ev_per_a": [[0.00, 0.08, 0.08], [-0.27, 0.18, -0.31], [0.06, -0.21, 0.23], [-0.02, 0.07, -0.10], [-0.05, -0.12, 0.06], [0.07, 0.07, 0.05], [0.31, 0.18, 0.12], [-0.44, -0.12, -0.25], [0.12, 0.11, -0.02], [0.07, -0.06, 0.13], [-0.07, -0.10, 0.06], [0.12, 0.03, -0.02], [0.10, -0.11, -0.04]],
  "lowdin_charge": [0.067, 0.176, -0.315, -0.036, -0.084, 0.092, -0.423, 0.076, 0.104, 0.123, 0.154, 0.043, 0.024]
}

[10]
{
  "formula": "C4H6N2O",
  "method": "ωB97M-V/def2-TZVPD",
  "relative_energy_kj_mol": 90.37,
  "charge": 0,
  "lumo_energy_ha": 0.02750,
  "fmax_ev_per_a": 0.77,
  "e_tot_ha": -340.760489,
  "gap_ev": 8.8,
  "symbols": ["C", "C", "N", "C", "C", "O", "N", "H", "H", "H", "H", "H", "H"],
  "positions_angstrom": [[2.163153, -0.224810, 0.139401], [0.697146, -0.101610, -0.084110], [0.122917, -0.509779, -1.180994], [-1.202338, -0.192319, -1.040815], [-1.438459, 0.342812, 0.180112], [-2.665384, 0.450867, 0.751711], [-0.208526, 0.451707, 0.806001], [2.535497, -0.827626, -0.692418], [2.420313, -0.725750, 1.078416], [2.659958, 0.749527, 0.103457], [-1.954720, -0.336486, -1.803744], [-3.190483, -0.102156, 0.147225], [0.060921, 1.025622, 1.595753]],
  "atomic_forces_ev_per_a": [[0.10, 0.05, 0.01], [0.16, 0.01, -0.20], [0.23, 0.33, 0.04], [-0.24, -0.03, -0.13], [0.25, -0.38, -0.40], [0.05, 0.31, 0.07], [-0.08, -0.22, -0.08], [0.03, 0.12, 0.17], [-0.08, 0.12, -0.08], [0.01, -0.09, 0.08], [0.15, -0.29, -0.02], [-0.21, 0.41, 0.62], [-0.38, -0.35, -0.08]],
  "lowdin_charge": [-0.029, -0.413, 0.092, -0.122, -0.371, 0.061, 0.167, 0.080, 0.075, 0.076, 0.107, 0.113, 0.164]
}